Record 1
Computed, not measured: 3 unconnected molecules or ions with the total composition C3H11NOS at a distorted geometry, with the ωB97M-V functional and the def2-TZVPD basis.

As for the HOMO energy (spin up / spin down): -13.640 / -13.619 eV. As for the energy: -648.639808 Eh. For the HOMO-LUMO gap (spin up / spin down), the calculation gives 0.303 / 0.207 hartree. The expectation value of S² is 0.755. The net charge is +1. The lowest unoccupied orbital energy (spin up / spin down) comes out at -5.403 / -7.975 eV. Its multiplicity is 2. The energy relative to the best compared isomer or geometry (same formula, charge and spin) is 74.1 kcal per mole.

XYZ file:
```
17
Properties=species:S:1:pos:R:3:lowdin_charge:R:1
C -2.06032 -0.07708 0.56415 -0.034
N -0.99682 -0.81675 -0.06975 0.131
C 0.13230 -0.91263 0.88783 -0.227
C 1.51932 -0.73027 0.25342 -0.538
S 2.03476 0.98636 0.49518 0.732
H -2.97211 0.00142 -0.04693 0.120
H -1.76561 0.96942 0.75677 0.136
H -2.27537 -0.59921 1.50136 0.115
H -0.65500 -0.30285 -0.92728 0.115
H 0.05369 -0.04808 1.54882 0.096
H -0.06315 -1.80672 1.49023 0.154
H 2.27360 -1.29091 0.82486 0.082
H 1.45584 -0.99999 -0.80057 0.089
H 2.48027 1.53898 -1.39930 0.201
H 0.02353 1.87879 -2.26078 0.083
H 0.87729 1.00802 -1.24647 -0.115
O -0.06221 1.20150 -1.57155 -0.140
```

Record 2
Computed, not measured: 2 unconnected molecules or ions with the total composition C3H11NOS2, with the ωB97M-V functional and the def2-TZVPD basis.

As for the HOMO energy: -8.594 eV. As for the energy: -1047.251737 Eh. For the HOMO-LUMO gap, the calculation gives 0.338 hartree. As for the SMILES: NCCCSS.O. The lowest unoccupied orbital energy comes out at 0.615 eV. Its multiplicity is 1. The energy relative to the best compared isomer or geometry (same formula, charge and spin) is 9.8 kcal per mole.

XYZ file:
```
18
Properties=species:S:1:pos:R:3:lowdin_charge:R:1
S -2.81282 -0.47374 -2.79590 0.309
S -1.32914 0.79275 -2.16960 0.393
C -1.50014 0.56014 -0.36680 -0.570
C -0.53253 1.45992 0.44769 -0.266
C 0.87095 1.63393 -0.12079 -0.330
N 1.70746 2.33520 0.85865 -0.021
H -3.76824 0.09372 -2.06549 -0.201
H -2.50519 0.81962 -0.01918 0.068
H -1.31037 -0.49600 -0.20258 0.059
H -1.02013 2.43047 0.53448 0.107
H -0.44609 0.96425 1.42461 0.113
H 1.27843 0.63864 -0.35260 0.112
H 0.91400 2.32025 -0.98115 0.108
H 2.15312 1.66838 1.46948 0.060
H 2.45526 2.85221 0.41758 0.059
H 2.47519 -6.09134 0.79663 0.024
H 1.26219 -5.55153 1.45766 0.031
O 2.10804 -5.95687 1.66729 -0.055
```